Entry from OMol25: a structure of composition C4H3LiO2Sm in a non-equilibrium geometry (wB97M-V/def2-TZVPD).

Structure (XYZ):
```
11
Properties=species:S:1:pos:R:3:lowdin_spin:R:1
H -2.73 -0.08 2.74 0.000
H -0.01 -0.79 2.44 0.000
Sm 3.15 0.27 -0.08 6.026
C -0.69 -0.21 1.80 -0.004
C -2.60 -0.46 0.65 -0.001
C -0.36 0.20 0.51 0.002
H -0.74 1.14 0.09 0.000
C -2.10 -0.44 1.92 0.000
O 0.76 -0.26 -0.12 -0.021
O -3.04 -0.98 -0.31 -0.001
Li -0.11 -1.03 -1.62 0.000
```

Calculated values
Multiplicity ... 7
Orbital gap (alpha / beta) ... 4.892 / 5.065 eV
Energy relative to the best compared isomer or geometry (same formula, charge and spin) ... 106.3 kJ/mol
Total charge ... +2
Energy ... -969.51250 Eh
⟨S²⟩ ... 12.01
E_LUMO (alpha / beta) ... -9.46 / -9.29 eV